Entry 1:
6
Properties=species:S:1:pos:R:3 method="wB97M-V/def2-TZVPD" homo_energy_ev=-19.73 smiles="C=[NH2+]" e_tot_ev=-2583.67011 lumo_energy_ha=-0.2389 orbital_gap_ev=13.23 charge=+1
C -0.252 0.388 0.398
N 0.315 -0.443 -0.387
H -1.242 0.160 0.784
H 0.156 1.374 0.619
H 1.319 -0.404 -0.519
H -0.295 -1.076 -0.895

Entry 2:
7
Properties=species:S:1:pos:R:3 method="wB97M-V/def2-TZVPD" homo_energy_ev=-9.15 e_tot_ev=-4078.69702 lumo_energy_ha=0.0365 orbital_gap_ev=10.15
N -0.218 1.097 -0.611
C 0.310 0.207 0.110
N 0.034 -1.211 0.313
H -0.805 -0.610 0.091
H -1.141 1.449 -0.379
H 1.281 0.448 0.583
H 0.137 -1.466 1.291

Entry 3:
7
Properties=species:S:1:pos:R:3 method="wB97M-V/def2-TZVPD" homo_energy_ev=-8.71 smiles="C=NN" e_tot_ev=-4079.28249 lumo_energy_ha=0.0462 orbital_gap_ev=9.96
C -0.280 0.669 -0.753
H -0.183 -0.506 1.605
H 1.168 -1.393 0.771
H -0.250 1.133 -1.615
H -1.249 1.091 -0.448
N 0.292 -0.805 0.765
N 0.502 -0.189 -0.325

Entry 4:
8
Properties=species:S:1:pos:R:3 method="wB97M-V/def2-TZVPD" homo_energy_ev=-9.54 smiles="NNC=O" e_tot_ev=-6126.78310 lumo_energy_ha=0.0340 orbital_gap_ev=10.46
N -0.010 0.441 0.074
N 1.118 -0.342 -0.119
C -1.235 -0.309 -0.040
O -2.298 0.045 0.373
H -0.051 1.435 -0.131
H 1.944 -0.178 -0.688
H 1.421 0.251 0.813
H -0.890 -1.344 -0.281

Entry 5:
8
Properties=species:S:1:pos:R:3 method="wB97M-V/def2-TZVPD" homo_energy_ev="-7.85 / -9.56" e_tot_ev=-6122.33879 lumo_energy_ha="0.0006 / 0.0108" orbital_gap_ev="7.87 / 9.85"
C 0.533 0.210 -0.421
N 2.276 -0.199 0.113
N -1.555 -0.328 -0.116
O -0.245 -0.751 -0.137
H 0.178 1.166 -0.440
H 2.730 0.715 0.035
H -1.665 0.211 0.789
H -2.252 -1.023 0.178

Entry 6:
8
Properties=species:S:1:pos:R:3 method="wB97M-V/def2-TZVPD" homo_energy_ev=-9.47 smiles="NNC=O" e_tot_ev=-6127.93644 lumo_energy_ha=0.0283 orbital_gap_ev=10.24
C 1.203 -0.251 0.346
H -1.705 0.080 0.568
H -1.609 0.023 -0.946
H -0.026 1.222 -0.588
H 1.023 -1.141 0.920
N -1.155 -0.426 -0.161
N 0.028 0.177 -0.222
O 2.239 0.316 0.083

Entry 7:
9
Properties=species:S:1:pos:R:3 method="wB97M-V/def2-TZVPD" homo_energy_ev=-9.61 smiles="NC(=O)NO" e_tot_ev=-8175.59647 lumo_energy_ha=0.0288 orbital_gap_ev=10.40
C -0.202 0.353 0.116
N -1.579 0.016 0.060
N 0.653 -0.681 0.231
O 0.129 1.542 0.147
O 2.033 -0.524 -0.001
H -1.783 -0.557 -0.723
H -1.885 1.028 -0.230
H 0.485 -1.645 0.297
H 2.148 0.468 0.102

Entry 8:
9
Properties=species:S:1:pos:R:3 method="wB97M-V/def2-TZVPD" homo_energy_ev="-9.17 / -9.17" smiles="CN=O.N=O" e_tot_ev=-8170.61706 lumo_energy_ha="-0.0122 / -0.0122" orbital_gap_ev="8.84 / 8.84"
C 0.943 -0.865 0.164
N -2.113 1.037 -0.338
N 0.391 0.382 0.599
O -1.917 0.335 0.588
O 0.283 1.252 -0.255
H 1.292 -0.936 -0.921
H 1.811 -0.726 0.832
H 0.413 -1.875 0.262
H -1.102 1.395 -0.932

Entry 9:
9
Properties=species:S:1:pos:R:3 method="wB97M-V/def2-TZVPD" homo_energy_ev=-9.87 smiles="NC(=O)NO" e_tot_ev=-8174.52114 lumo_energy_ha=0.0283 orbital_gap_ev=10.64
N 0.811 -0.297 -0.113
C -0.533 0.317 -0.181
N -1.272 -0.792 -0.074
O 1.787 0.539 0.484
O -0.769 1.490 0.019
H 1.372 1.425 0.490
H 1.150 -0.588 -1.029
H -2.240 -0.674 0.200
H -0.307 -1.419 0.205

Entry 10:
9
Properties=species:S:1:pos:R:3 method="wB97M-V/def2-TZVPD" homo_energy_ev="-8.79 / -9.68" e_tot_ev=-8170.40973 lumo_energy_ha="-0.0326 / -0.0355" orbital_gap_ev="7.90 / 8.72"
C -0.394 -0.059 -0.348
N 0.647 0.791 -0.771
N -0.610 -0.083 1.123
O 0.145 0.596 1.767
O -1.571 -0.735 1.432
H -1.187 -0.133 -1.002
H 0.659 -1.843 -0.310
H 1.374 0.843 -0.140
H 0.936 0.624 -1.752

Entry 11:
10
Properties=species:S:1:pos:R:3 method="wB97M-V/def2-TZVPD" homo_energy_ev=-8.90 e_tot_ev=-19006.62699 lumo_energy_ha=0.0145 orbital_gap_ev=9.29
C 0.961 -0.870 0.209
N 1.765 -0.977 1.146
N -0.935 0.715 -0.566
O -1.679 1.842 -0.378
O -1.828 -1.289 0.887
S -0.693 -0.435 0.855
H 1.139 -0.852 -0.828
H 2.723 -0.990 0.943
H -0.355 0.636 -1.341
H -1.099 2.219 -0.928

Entry 12:
10
Properties=species:S:1:pos:R:3 method="wB97M-V/def2-TZVPD" homo_energy_ev=-9.67 e_tot_ev=-19008.83670 lumo_energy_ha=-0.0281 orbital_gap_ev=8.90
C -0.993 -1.112 0.098
N -0.401 -0.620 -2.110
N -0.654 -0.012 0.567
O -0.323 -1.048 -3.203
O -0.937 -1.562 -1.182
S 2.186 1.635 1.520
H -1.392 -1.893 0.736
H -0.289 0.655 -0.112
H 1.031 1.093 1.881
H 1.771 2.864 1.804

Record-wise energy above the lowest of the compared OMol25 structures with the same formula, charge and spin values, in eV: 0.376, 4.185, 3.600, 3.725, 8.169, 2.571, 1.089, 6.068, 2.164, 6.276, 5.297, 3.087